66
Properties=species:S:1:pos:R:3:forces:R:3 method="wB97M-V/def2-TZVPD" charge=+1 homo_lumo_gap_ev=7.41 spin_multiplicity=1
Zr 0.04179 0.15099 0.38951 -0.6 0.5 0.0
C -0.49643 -2.51966 -6.41567 0.0 0.0 -0.1
C -0.66591 -2.11680 -4.97841 0.0 0.0 0.0
C -1.65613 -2.69018 -4.18240 0.0 0.0 0.0
C -1.78176 -2.37055 -2.84555 0.0 -0.1 -0.1
C -0.95077 -1.42876 -2.23362 0.1 -0.1 0.0
N -1.04065 -1.12340 -0.87884 -0.1 0.1 0.2
C -2.32736 -1.07933 -0.27134 0.4 -0.2 -0.1
C -3.42274 -0.48286 -0.90928 -0.1 0.0 0.0
C -4.65116 -0.39235 -0.29495 0.0 0.0 0.0
C -4.85404 -0.85460 1.01114 0.1 0.0 0.0
C -6.17995 -0.70093 1.69971 0.0 0.0 0.0
C -3.77425 -1.42016 1.66491 -0.1 0.1 -0.1
C -2.54062 -1.54033 1.03356 0.1 -0.2 0.1
N -1.49699 -2.17461 1.78384 0.2 0.1 -0.3
C -1.54811 -3.32616 2.47215 -0.1 -0.1 -0.1
C -0.30507 -3.54289 3.02680 0.0 0.1 0.1
C 0.45257 -2.44119 2.63249 0.0 -0.1 -0.1
N -0.26592 -1.62311 1.86531 -0.2 0.1 0.2
C 0.02104 -0.83598 -3.04233 0.2 0.2 -0.1
C 0.17737 -1.19731 -4.37797 -0.1 -0.1 0.0
N 0.91033 0.18905 -2.55636 0.0 -0.2 0.2
C 1.37743 1.21179 -3.28555 -0.1 0.0 -0.1
C 2.41850 1.80273 -2.60310 0.0 0.0 0.0
C 2.51817 1.06629 -1.43137 0.0 0.0 0.0
N 1.60385 0.08746 -1.37863 -0.2 0.1 -0.3
H -1.46287 -2.70809 -6.88275 0.0 0.0 0.0
H 0.09218 -3.43500 -6.50378 0.0 0.0 0.0
H 0.01019 -1.75012 -6.99740 0.0 0.0 0.0
H -2.33153 -3.41999 -4.61286 0.0 0.0 0.0
H -2.54490 -2.85792 -2.25223 0.0 0.0 0.0
H -3.28413 -0.09120 -1.90807 0.0 0.0 0.0
H -5.47670 0.06588 -0.82599 0.0 0.0 0.0
H -7.00204 -0.72656 0.98570 0.0 0.0 0.0
H -6.23598 0.25037 2.23193 0.0 0.0 0.0
H -6.33668 -1.49790 2.42597 0.0 0.0 0.0
H -3.87405 -1.75764 2.68967 0.0 0.0 0.0
H -2.45749 -3.90275 2.49454 0.0 0.0 0.0
H 0.00536 -4.37174 3.63709 0.0 0.0 0.0
H 1.47844 -2.20512 2.85994 0.0 0.0 0.0
H 0.98350 -0.75645 -4.95085 0.0 0.0 0.0
H 0.93498 1.44100 -4.24020 0.0 0.0 0.0
H 3.00698 2.64876 -2.90924 0.0 0.0 0.0
H 3.20243 1.18917 -0.60936 0.0 0.1 0.0
C -1.35412 1.53010 1.42300 0.1 0.0 0.2
H -2.39287 1.24725 1.58342 0.0 0.0 0.0
H -1.03685 2.23460 2.18932 0.0 -0.1 0.1
C 3.63305 -0.16582 2.30462 -0.1 0.0 0.0
N 3.05529 1.14876 2.10673 0.0 0.1 0.1
C 1.86763 1.40972 1.52424 0.0 -0.3 -0.2
Se -1.11648 2.31189 -0.36716 0.3 -0.1 0.1
N 1.74430 2.74948 1.53003 0.0 -0.1 0.0
C 2.84140 3.36395 2.11993 -0.1 0.1 -0.1
C 3.16501 4.69517 2.35907 0.0 -0.1 0.0
C 4.36773 4.93124 2.99475 0.1 0.0 0.0
C 5.21978 3.88393 3.38106 0.0 0.0 0.0
C 4.89633 2.56277 3.14061 0.0 0.1 0.0
C 3.68476 2.33153 2.49826 0.1 -0.2 0.0
H 2.99776 -0.89692 1.80985 0.0 0.0 0.0
H 3.70149 -0.39916 3.36683 0.0 0.0 0.0
H 4.62501 -0.21210 1.85700 0.0 0.0 0.0
H 0.95375 3.18125 1.06040 0.0 0.1 0.0
H 2.51027 5.50420 2.06622 0.0 0.0 0.0
H 4.66326 5.95011 3.20477 0.0 0.0 0.0
H 6.14976 4.11878 3.88031 0.0 0.0 0.0
H 5.55286 1.75738 3.44062 0.0 0.0 0.0

=====

63
Properties=species:S:1:pos:R:3:forces:R:3 method="wB97M-V/def2-TZVPD" charge=+2 homo_lumo_gap_ev=5.37 e_above_lowest_kj_mol=208.18 spin_multiplicity=1
W 1.26141 0.69260 1.27269 2.6 -4.2 1.5
O 1.20611 2.44110 3.28019 -0.3 0.2 0.3
N 1.33991 1.00780 3.28269 0.7 0.5 0.5
C 0.12921 0.41320 3.12119 -0.3 -0.3 -0.2
C 0.06611 -1.06690 3.27089 -0.6 -0.8 0.1
C 0.41541 -1.74980 4.43149 -0.3 0.3 -0.3
C 0.19851 -3.11910 4.50469 0.0 0.0 0.0
C -0.35309 -3.80650 3.43659 0.0 0.0 0.0
C -0.66589 -3.14650 2.25429 0.0 0.2 -0.1
C -0.45919 -1.77960 2.16489 0.3 0.4 0.3
P -0.68989 -0.75500 0.64609 -0.4 -1.2 1.6
C -0.83269 -1.96400 -0.70971 0.4 0.6 0.0
C -2.08349 -2.41580 -1.13421 0.1 0.1 0.1
C -2.15329 -3.43340 -2.07111 0.0 -0.1 0.0
C -0.99459 -4.00090 -2.57861 0.0 0.0 0.0
C 0.24591 -3.52910 -2.17591 0.0 0.0 0.0
C 0.33541 -2.50310 -1.25241 -0.1 0.0 0.0
C -2.32579 0.01760 0.88629 0.4 0.1 -0.3
C -3.08189 -0.21480 2.03389 0.2 -0.1 -0.2
C -4.28779 0.44350 2.20189 0.0 0.1 0.0
C -4.74599 1.32440 1.23439 0.0 -0.1 0.0
C -4.00559 1.54150 0.08039 0.0 0.1 -0.1
C -2.79179 0.89830 -0.09251 0.0 -0.1 0.2
H 1.56121 2.78190 4.12309 0.1 -0.5 -0.3
H -0.76939 1.02420 3.32399 0.4 -0.2 -0.5
H 0.83021 -1.21240 5.27039 0.0 0.1 0.1
H 0.45371 -3.64740 5.40929 0.0 -0.1 0.1
H -0.53449 -4.86560 3.51419 0.0 -0.2 0.0
H -1.04599 -3.69650 1.40609 -0.1 -0.1 -0.1
H -2.99209 -1.98480 -0.73781 0.0 0.0 0.1
H -3.11729 -3.78960 -2.40201 -0.1 0.0 0.0
H -1.05959 -4.81180 -3.28871 0.0 0.0 -0.1
H 1.14511 -3.96330 -2.58031 0.1 -0.1 -0.1
H 1.31251 -2.14510 -0.94961 -0.1 0.0 0.0
H -2.73779 -0.91610 2.78079 0.0 0.0 0.1
H -4.86609 0.26720 3.09399 -0.1 0.0 0.1
H -5.68719 1.83190 1.37519 -0.1 0.1 0.0
H -4.38149 2.21260 -0.67721 0.0 0.1 -0.1
H -2.19839 1.05000 -0.98871 -0.1 0.0 -0.1
Se 2.87711 -0.89240 0.99469 -0.4 0.2 -0.2
C 4.17981 0.91150 -4.02671 0.1 0.0 -0.1
C 3.11901 1.36330 -3.09701 -0.6 0.2 -0.3
C 3.35021 1.42570 -1.72811 -0.8 0.1 1.2
C 2.39101 1.90840 -0.82651 0.8 0.9 -1.1
C 2.95491 2.60780 0.43389 -0.1 -0.2 0.4
C 1.10141 2.32850 -1.36781 0.5 -0.2 0.1
C 0.10491 2.66860 -0.43701 0.7 -1.8 1.0
O 0.24271 2.10120 0.75799 -3.1 5.8 -3.6
C 0.88471 2.30030 -2.78051 -0.2 0.1 0.4
C -0.43699 2.69530 -3.35591 0.0 -0.1 -0.1
C 1.88881 1.82130 -3.59151 0.2 -0.1 0.1
H 5.16271 1.00330 -3.57611 0.1 0.0 0.0
H 4.14701 1.48040 -4.95201 0.0 0.0 -0.1
H 4.03301 -0.13780 -4.28201 -0.1 -0.1 0.0
H 4.33101 1.15950 -1.35811 0.1 0.1 0.1
H 4.00471 2.83780 0.23389 -0.1 -0.2 0.2
H 2.98881 2.03370 1.41309 0.1 0.5 -0.5
H 2.44421 3.56390 0.60219 0.1 -0.4 0.1
H -0.79709 3.23360 -0.63551 0.0 0.2 0.1
H -1.19679 1.96070 -3.08601 -0.1 0.0 0.0
H -0.37719 2.72690 -4.44041 -0.1 0.1 0.0
H -0.76919 3.66840 -2.99691 0.0 0.1 0.0
H 1.73091 1.79950 -4.65841 -0.1 0.0 -0.2